Here is 4 unconnected molecules or ions with the total composition C18H39Br6NO3 from the Open Molecules 2025 dataset. Energies are from ωB97M-V/def2-TZVPD.

Geometry as XYZ:
```
67
C18H39Br6NO3 ωB97M-V/def2-TZVPD
Br -3.56 3.89 -0.11
H 2.10 1.75 0.55
H -0.36 0.81 0.87
C 5.46 0.41 5.03
H -0.80 -0.42 -2.89
H 0.68 0.58 3.54
C -1.12 1.57 -3.68
C -4.49 2.36 -0.86
C 1.19 2.28 0.81
O 1.27 -3.35 2.11
Br -3.27 0.35 0.78
Br 5.69 2.20 4.33
H -5.93 -1.29 -3.28
C -0.18 2.40 -2.82
H 1.51 3.09 1.47
H -5.53 0.59 -0.22
H 7.20 -0.31 3.97
H -0.55 3.43 -2.76
H -6.45 -1.09 -5.79
C 0.94 0.36 2.51
H 6.21 -1.57 4.72
Br 5.30 -0.95 2.51
C 2.44 -4.01 1.74
H 2.01 -0.72 -0.02
H -0.17 3.62 -0.19
H 2.50 -1.73 2.54
H 2.02 0.45 2.41
H 0.39 0.07 -4.10
C 1.49 -2.08 2.72
H 0.65 0.99 -1.43
N -0.85 -1.27 2.79
O 2.85 -1.19 -0.14
H -0.98 1.53 -1.05
H 3.51 -4.18 -0.13
H -5.39 2.76 -1.32
H -3.84 1.95 -1.63
C -5.42 -1.83 -4.06
C 6.19 -0.62 4.20
H -5.88 -2.81 -4.18
C 0.59 2.89 -0.45
C 0.00 1.86 -1.41
C -5.45 -1.08 -5.37
H -1.20 2.02 -4.67
C 0.50 -1.06 2.23
Br -4.97 0.79 -5.15
H 1.38 3.43 -0.97
C 3.17 -3.38 0.53
H 5.86 0.43 6.04
H -2.12 1.60 -3.25
H -0.46 1.98 2.14
Br -3.60 -2.14 -3.45
H -4.74 -1.50 -6.08
H 4.04 -2.80 0.82
H 0.45 -1.20 1.14
H 2.15 -5.02 1.50
H 1.38 -2.21 3.81
H 4.39 0.22 5.05
H 3.14 -4.06 2.58
H -1.24 -0.39 -4.59
C 0.24 1.37 1.58
C -4.84 1.33 0.18
O 2.33 -2.54 -0.24
C -0.66 0.13 -3.82
H 0.79 2.45 -3.32
H -5.27 1.78 1.07
H -0.90 -2.19 3.21
H -1.53 -1.27 2.05
```

Values from the calculation:
LUMO level (eV): 0.389
Frontier orbital gap (Eh): 0.3486
SMILES string: CCCCCCCC[C@H](N)COCCOO.BrCCBr.BrCCBr.BrCCBr
Net charge: 0
Calculated total energy (eV): -447183.2797